(1)
The following is a DFT calculation (ωB97M-V/def2-TZVPD) of a molecular structure, C59H51Cl2GeN3O6Ta.

HOMO level (eV): -10.74
Total energy (Ha): -5948.974433
Charge: +1
Energy above the lowest of the compared OMol25 structures with the same formula, charge and spin (eV): 0.670
Gap between HOMO and LUMO (Eh): 0.2614
Molar mass (g/mol): 1222.54

```
123
Properties=species:S:1:pos:R:3:lowdin_charge:R:1
Ta 0.784 1.437 0.267 2.0640
O 0.337 0.541 3.214 -0.0316
C -1.030 0.186 3.355 -0.3255
C -1.679 0.436 1.987 -0.4349
O -2.800 0.132 1.731 0.1771
O -0.882 1.038 1.073 -0.1753
C -1.680 1.073 4.421 -0.1536
C -2.795 1.871 4.196 -0.0323
C -3.292 2.684 5.211 -0.0638
C -2.686 2.703 6.455 -0.0729
C -1.581 1.894 6.691 -0.0592
C -1.088 1.085 5.683 -0.0205
C -1.187 -1.304 3.650 -0.1397
C -0.166 -2.187 3.314 -0.0307
C -0.323 -3.550 3.536 -0.0712
C -1.501 -4.034 4.081 -0.0708
C -2.523 -3.153 4.410 -0.0527
C -2.368 -1.793 4.198 -0.0056
H 0.830 0.206 3.971 0.1165
H -3.305 1.851 3.242 0.1106
H -4.166 3.294 5.023 0.1087
H -3.078 3.332 7.243 0.1085
H -1.109 1.888 7.665 0.1104
H -0.240 0.442 5.894 0.1240
H 0.749 -1.814 2.871 0.1003
H 0.478 -4.231 3.280 0.1079
H -1.625 -5.095 4.252 0.1080
H -3.444 -3.527 4.836 0.1109
H -3.166 -1.109 4.455 0.1265
C 2.451 0.078 -3.921 -0.0992
C 3.314 0.983 -3.039 -0.2012
C 4.017 0.224 -1.942 -0.1574
C 4.883 -0.810 -2.295 -0.0301
C 5.564 -1.539 -1.340 -0.0554
C 5.394 -1.238 0.002 -0.0345
C 4.559 -0.206 0.407 -0.1744
C 4.442 0.068 1.890 -0.2023
C 5.665 0.792 2.459 -0.0733
C 3.877 0.522 -0.585 -0.1687
N 2.997 1.580 -0.130 -0.0411
C 3.547 2.627 0.406 -0.0402
C 2.775 3.368 1.329 -0.3005
C 3.058 4.399 2.202 0.0088
C 1.988 4.450 3.114 -0.0403
C 1.111 3.443 2.766 -0.1296
N 1.566 2.770 1.673 -0.1167
H 2.096 0.612 -4.803 0.0441
H 1.583 -0.291 -3.378 0.0561
H 3.011 -0.788 -4.273 0.0678
H 2.710 1.783 -2.617 0.0561
H 4.075 1.465 -3.659 0.1249
H 5.025 -1.034 -3.345 0.1184
H 6.230 -2.338 -1.638 0.1107
H 5.920 -1.812 0.756 0.1210
H 4.335 -0.894 2.398 0.1188
H 3.536 0.629 2.120 0.0836
H 6.580 0.241 2.244 0.0774
H 5.581 0.903 3.540 0.0781
H 5.779 1.789 2.031 0.0646
H 4.591 2.861 0.217 0.1571
H 3.943 5.016 2.195 0.1191
H 1.880 5.121 3.950 0.1071
H 0.200 3.148 3.258 0.1013
Cl 0.867 3.018 -4.356 0.8160
C 0.070 3.914 -3.127 -0.5683
C -0.574 5.126 -3.478 -0.0999
C -1.294 5.828 -2.560 -0.5898
Cl -2.083 7.290 -3.028 0.7436
C -1.422 5.362 -1.222 -0.1539
C -2.220 5.942 -0.215 0.0082
C -2.307 5.324 1.003 -0.0098
C -1.577 4.145 1.233 -0.0878
N -0.796 3.604 0.329 0.0815
C -0.732 4.189 -0.886 -0.1486
C 0.026 3.472 -1.837 -0.3028
O 0.537 2.302 -1.395 -0.2380
H -0.501 5.476 -4.498 0.1143
H -2.767 6.852 -0.421 0.1047
H -2.927 5.725 1.791 0.1162
H -1.649 3.641 2.190 0.1015
O 0.581 -0.313 -0.939 -0.0795
C 1.092 -1.058 -0.038 -0.5502
O 1.566 -0.421 0.961 -0.1002
C 1.085 -2.534 -0.128 -0.1281
C -0.327 -3.106 -0.316 -0.2210
Ge -1.350 -2.769 -1.979 1.0316
C -2.715 -4.167 -2.050 -0.2667
C -2.555 -5.407 -1.435 -0.1056
C -3.523 -6.396 -1.552 -0.0852
C -4.669 -6.160 -2.296 -0.0845
C -4.841 -4.934 -2.923 -0.0788
C -3.873 -3.949 -2.799 -0.1115
C -2.311 -1.066 -1.988 -0.2685
C -1.859 0.063 -2.673 -0.1205
C -2.610 1.230 -2.689 -0.0821
C -3.814 1.298 -2.000 -0.0787
C -4.266 0.191 -1.300 -0.0806
C -3.522 -0.981 -1.302 -0.1156
C -0.171 -2.946 -3.523 -0.2635
C 0.938 -3.792 -3.464 -0.1144
C 1.739 -4.006 -4.577 -0.0841
C 1.435 -3.379 -5.777 -0.0866
C 0.325 -2.551 -5.859 -0.0798
C -0.472 -2.340 -4.742 -0.1090
H 1.547 -2.923 0.780 0.1219
H 1.737 -2.786 -0.971 0.1231
H -0.964 -2.795 0.519 0.0763
H -0.239 -4.190 -0.222 0.0627
H -1.666 -5.625 -0.855 0.0852
H -3.380 -7.352 -1.065 0.1034
H -5.424 -6.929 -2.390 0.1045
H -5.731 -4.745 -3.510 0.1051
H -4.027 -2.995 -3.291 0.1003
H -0.915 0.039 -3.204 0.0858
H -2.264 2.086 -3.256 0.0970
H -4.401 2.208 -2.019 0.1033
H -5.199 0.235 -0.753 0.1085
H -3.901 -1.842 -0.763 0.1074
H 1.171 -4.322 -2.545 0.0950
H 2.591 -4.671 -4.511 0.1041
H 2.054 -3.547 -6.649 0.1049
H 0.072 -2.076 -6.798 0.1060
H -1.346 -1.706 -4.832 0.0982
```

***

(2)
The following is a DFT calculation (ωB97M-V/def2-TZVPD) of 10 unconnected molecules or ions with the total composition C59H53F5N10O21S.

HOMO level (eV): -9.12
Total energy (Ha): -5304.145690
Gap between HOMO and LUMO (Eh): 0.3012
SMILES: NCCOCS(=O)(=O)C(F)(F)C(F)(F)F.O=[N+]([O-])c1ccccc1.O=[N+]([O-])c1ccccc1.O=[N+]([O-])c1ccccc1.O=[N+]([O-])c1ccccc1.O=[N+]([O-])c1ccccc1.O=[N+]([O-])c1ccccc1.O=[N+]([O-])c1ccccc1.O=[N+]([O-])c1ccccc1.O=[N+]([O-])c1ccccc1
Molar mass (g/mol): 1365.18

```
149
Properties=species:S:1:pos:R:3:lowdin_charge:R:1
N 1.939 -3.411 -1.391 0.0458
C 2.189 -3.476 -2.796 -0.2147
C 0.957 -3.993 -3.573 -0.1664
O -0.140 -4.208 -2.731 -0.1063
C -1.345 -3.887 -3.164 -0.2720
S -2.062 -2.426 -2.371 0.6472
O -3.401 -2.642 -2.254 -0.2202
O -1.429 -2.194 -1.212 -0.1827
C -1.909 -0.948 -3.473 -0.7045
F -2.422 -0.035 -2.830 0.2454
F -2.567 -1.107 -4.500 0.2488
C -0.514 -0.499 -3.848 -0.9255
F -0.597 0.698 -4.210 0.2560
F 0.261 -0.579 -2.914 0.3177
F -0.108 -1.124 -4.800 0.3089
H 2.131 -2.497 -1.035 0.0736
H 2.581 -4.002 -0.930 0.0276
H 2.948 -4.173 -2.943 0.0946
H 2.467 -2.545 -3.189 0.0948
H 0.715 -3.291 -4.321 0.0890
H 1.232 -4.888 -4.049 0.1093
H -1.419 -3.816 -4.210 0.1143
H -1.999 -4.633 -2.853 0.1036
O 4.124 -4.528 0.630 0.0465
N 4.244 -3.669 1.487 -0.3437
O 4.965 -2.698 1.397 0.0821
C 3.469 -3.861 2.722 -0.1498
C 2.624 -4.945 2.791 0.0042
C 1.884 -5.149 3.937 -0.0474
C 2.019 -4.277 5.005 -0.0516
C 2.882 -3.194 4.923 -0.0582
C 3.609 -2.972 3.768 -0.0002
H 2.526 -5.617 1.955 0.1210
H 1.201 -5.986 3.991 0.0751
H 1.453 -4.445 5.909 0.1110
H 2.985 -2.530 5.765 0.0852
H 4.280 -2.133 3.695 0.1158
O 3.199 -1.290 8.937 0.0868
N 3.779 -0.819 7.985 -0.3548
O 4.639 -1.409 7.353 0.0368
C 3.453 0.560 7.597 -0.1544
C 2.522 1.249 8.340 -0.0030
C 2.250 2.561 8.012 -0.0516
C 2.905 3.162 6.951 -0.0701
C 3.828 2.446 6.205 -0.0508
C 4.105 1.132 6.527 -0.0003
H 2.023 0.778 9.171 0.1199
H 1.532 3.120 8.591 0.1122
H 2.702 4.185 6.713 0.0799
H 4.335 2.915 5.377 0.1095
H 4.829 0.571 5.959 0.1177
O 8.463 0.154 13.070 0.0775
N 9.321 0.009 12.225 -0.3548
O 10.511 0.145 12.414 0.0754
C 8.883 -0.358 10.864 -0.1507
C 7.537 -0.486 10.607 0.0033
C 7.131 -0.809 9.326 -0.0536
C 8.071 -1.002 8.328 -0.0601
C 9.422 -0.877 8.611 -0.0640
C 9.835 -0.551 9.888 -0.0089
H 6.812 -0.335 11.389 0.1201
H 6.086 -0.910 9.105 0.0770
H 7.747 -1.251 7.328 0.1079
H 10.155 -1.030 7.834 0.1071
H 10.882 -0.449 10.116 0.1179
O 1.669 6.762 -7.292 0.0663
N 1.548 5.663 -6.786 -0.3454
O 2.462 4.907 -6.547 0.0881
C 0.183 5.225 -6.442 -0.1478
C -0.874 6.055 -6.738 -0.0041
C -2.155 5.637 -6.431 -0.0621
C -2.357 4.402 -5.836 -0.0628
C -1.277 3.584 -5.542 -0.0574
C 0.006 3.997 -5.847 0.0016
H -0.707 7.013 -7.201 0.1198
H -2.996 6.274 -6.661 0.1091
H -3.360 4.073 -5.604 0.1087
H -1.437 2.626 -5.082 0.0880
H 0.850 3.366 -5.625 0.1194
O 0.163 -7.737 4.162 0.0353
N -0.071 -8.603 3.337 -0.3401
O 0.678 -9.512 3.065 0.0865
C -1.351 -8.517 2.611 -0.1556
C -2.195 -7.461 2.873 -0.0012
C -3.382 -7.366 2.172 -0.0465
C -3.708 -8.325 1.228 -0.0842
C -2.847 -9.386 0.987 -0.0470
C -1.657 -9.485 1.682 -0.0101
H -1.934 -6.718 3.608 0.1173
H -4.052 -6.540 2.358 0.1066
H -4.633 -8.244 0.677 0.0460
H -3.102 -10.134 0.253 0.1066
H -0.982 -10.303 1.498 0.1161
O -6.486 -7.045 1.121 0.1030
N -5.940 -6.705 0.091 -0.2940
O -4.856 -7.107 -0.276 0.0264
C -6.642 -5.736 -0.771 -0.1356
C -7.859 -5.236 -0.365 -0.0025
C -8.500 -4.312 -1.167 -0.0519
C -7.920 -3.904 -2.360 -0.0531
C -6.701 -4.426 -2.752 -0.0497
C -6.055 -5.349 -1.953 0.0040
H -8.302 -5.557 0.563 0.1193
H -9.451 -3.906 -0.860 0.1099
H -8.418 -3.179 -2.978 0.0823
H -6.250 -4.109 -3.679 0.1040
H -5.104 -5.752 -2.256 0.1179
O 1.112 11.560 -6.473 0.0753
N 1.997 12.149 -7.058 -0.3545
O 2.061 13.354 -7.182 0.0763
C 3.072 11.341 -7.666 -0.1488
C 3.008 9.971 -7.571 -0.0047
C 4.002 9.213 -8.158 -0.0594
C 5.045 9.836 -8.825 -0.0681
C 5.096 11.220 -8.900 -0.0682
C 4.101 11.982 -8.318 -0.0099
H 2.198 9.488 -7.052 0.1092
H 3.959 8.137 -8.095 0.1001
H 5.820 9.243 -9.287 0.1062
H 5.909 11.706 -9.417 0.1063
H 4.131 13.057 -8.374 0.1178
O 0.723 4.808 5.721 0.0680
N 1.336 5.320 4.807 -0.3422
O 2.190 4.760 4.151 0.0832
C 1.050 6.731 4.500 -0.1473
C 0.119 7.400 5.261 -0.0040
C -0.128 8.731 4.991 -0.0624
C 0.556 9.370 3.970 -0.0664
C 1.484 8.673 3.212 -0.0616
C 1.735 7.342 3.476 -0.0035
H -0.406 6.896 6.056 0.1196
H -0.851 9.273 5.582 0.1091
H 0.367 10.413 3.765 0.1085
H 2.016 9.169 2.417 0.1090
H 2.458 6.795 2.894 0.1203
O -9.131 -0.738 -4.334 0.0875
N -8.545 -1.540 -5.028 -0.3507
O -7.427 -1.961 -4.806 0.0607
C -9.241 -2.047 -6.225 -0.1481
C -10.497 -1.567 -6.519 -0.0039
C -11.138 -2.029 -7.651 -0.0620
C -10.520 -2.964 -8.466 -0.0671
C -9.259 -3.440 -8.146 -0.0626
C -8.611 -2.979 -7.017 -0.0044
H -10.970 -0.841 -5.879 0.1203
H -12.121 -1.659 -7.899 0.1094
H -11.021 -3.321 -9.353 0.1083
H -8.778 -4.170 -8.779 0.1091
H -7.630 -3.343 -6.762 0.1188
```